This record from OMol25 describes a cluster of 2 separate species, CH3Cl2OP in total at a distorted geometry. The level of theory is ωB97M-V/def2-TZVPD.

XYZ file:
```
8
Properties=species:S:1:pos:R:3:forces:R:3
C -0.000362 0.235530 0.160554 -2.9 -2.7 -1.7
O -0.732856 1.403104 0.218103 -2.5 3.0 1.3
P -1.495044 2.120459 1.478387 0.1 -3.0 -0.5
Cl -3.098781 -0.133512 2.229758 1.3 1.8 -0.7
Cl -2.801550 3.326920 0.572574 0.1 -0.2 -0.2
H 0.965708 0.482298 0.068012 3.6 0.8 -1.2
H -0.442416 -0.432269 -0.678921 1.0 1.3 1.3
H -0.019674 -0.331809 1.033184 -0.7 -1.0 1.8
```
Positions in Å, forces in eV/Å.

## Properties
Energy above the lowest of the compared OMol25 structures with the same formula, charge and spin (kJ/mol): 263.7
Lowest unoccupied orbital energy (Eh): -0.065
Gap between HOMO and LUMO (eV): 7.89


This record from OMol25 describes a structure of composition C20H37IIrN6OPSi at a distorted geometry. The level of theory is ωB97M-V/def2-TZVPD.

XYZ file:
```
68
Properties=species:S:1:pos:R:3:forces:R:3
Ir -0.469935 -0.535331 -0.795977 -4.4 -0.2 -1.6
C -1.971204 -1.974710 -4.184480 0.1 -0.3 -0.2
C -2.750319 -1.028827 -3.354066 -0.6 -0.3 -0.9
C -4.067911 -0.687832 -3.725545 0.7 0.1 0.3
C -4.777236 0.247585 -2.987745 0.3 -0.1 -0.1
C -4.157640 0.889596 -1.929230 0.6 -0.2 0.2
C -2.827806 0.547973 -1.627394 -0.9 -0.5 -0.7
N -2.191754 -0.453176 -2.300642 1.1 0.4 2.4
N -2.028092 1.104771 -0.710108 2.6 -2.3 0.7
Si -2.008588 2.804354 -0.280651 0.2 1.9 -0.5
C -3.656596 3.483722 0.416285 0.9 -0.7 -0.2
C -1.680414 3.710973 -1.958976 -0.1 -0.7 1.3
C -0.521210 2.964922 0.894847 -0.6 0.0 -0.3
H -2.491661 -2.924389 -4.293209 0.0 -0.1 0.0
H -0.976835 -2.140684 -3.779891 0.1 0.0 0.0
H -1.879954 -1.562945 -5.191862 0.1 0.0 0.0
H -4.495997 -1.172323 -4.589875 0.0 -0.1 0.0
H -5.797855 0.486332 -3.248987 -0.1 0.0 0.0
H -4.667307 1.620492 -1.323935 0.0 0.2 0.0
H -4.347561 3.755678 -0.378472 0.0 0.0 -0.1
H -3.442744 4.389716 0.978028 0.1 0.1 0.1
H -4.140841 2.778555 1.087100 -0.1 0.0 0.1
H -2.532610 3.596855 -2.620658 -0.2 0.0 -0.1
H -0.796267 3.322522 -2.452569 0.2 -0.1 -0.1
H -1.535703 4.767897 -1.763926 0.0 0.3 0.0
H -0.814791 2.871089 1.935979 -0.1 -0.1 0.2
H -0.069932 3.945139 0.782608 0.0 0.2 -0.1
H 0.240161 2.219101 0.678328 0.1 -0.2 -0.1
I 1.001906 -3.038231 -1.086149 -0.9 0.5 0.2
C -0.838016 -3.509620 -0.125910 0.4 -0.1 -0.2
C -1.211112 -4.794884 0.206866 0.1 0.3 -0.1
C -2.467884 -4.964133 0.779188 -0.1 0.3 -0.1
C -3.265367 -3.850157 1.007509 0.4 0.0 -0.1
C -2.786558 -2.595544 0.653056 -0.6 0.4 0.2
N -1.592247 -2.429354 0.089340 1.6 1.3 -1.0
H -0.554484 -5.631712 0.027046 0.0 -0.1 -0.1
H -2.819460 -5.955881 1.020052 0.0 -0.1 0.1
H -4.239646 -3.946167 1.460578 -0.1 0.1 0.0
H -3.370618 -1.698108 0.812712 0.0 0.0 0.0
C 3.237679 2.655254 0.037105 -0.6 0.3 -0.6
N 3.580107 1.570151 0.919438 0.3 0.5 -0.2
C 4.841748 1.716274 1.599684 0.3 -0.2 0.7
P 2.661079 0.159302 0.939935 0.0 -3.0 1.6
O 1.684225 0.173800 -0.177377 -0.9 0.4 -0.6
N 3.785629 -1.081499 0.797233 -1.4 1.9 0.1
C 4.089306 -2.097581 1.765814 0.3 -0.4 0.6
C 4.479470 -1.174204 -0.460300 0.4 -0.1 -0.6
N 1.897185 -0.049262 2.404823 0.8 0.6 -1.4
C 2.510548 0.263349 3.681168 0.2 0.1 0.5
C 0.465302 -0.246553 2.464464 -0.7 0.0 -0.2
H 4.033138 2.811504 -0.699273 0.1 0.0 0.1
H 3.119500 3.587802 0.600167 0.1 -0.1 0.1
H 2.308384 2.430586 -0.481369 0.1 0.1 0.0
H 5.651084 1.852986 0.876805 -0.1 0.0 -0.2
H 5.066418 0.848421 2.211233 0.0 -0.1 0.0
H 4.830586 2.607538 2.232028 -0.1 0.1 0.0
H 3.515298 -1.948724 2.676267 0.0 -0.1 0.0
H 5.158302 -2.098035 2.003131 -0.1 0.0 0.0
H 3.852482 -3.085049 1.355888 -0.1 0.1 0.0
H 4.170170 -0.354840 -1.107193 0.1 0.0 -0.2
H 4.252726 -2.123922 -0.954921 0.0 0.1 0.0
H 5.562582 -1.129945 -0.312287 0.0 0.1 0.0
H 3.592096 0.250571 3.602382 0.1 -0.1 0.1
H 2.203986 -0.478633 4.420905 0.1 0.0 0.0
H 2.199161 1.245219 4.046305 0.0 0.0 -0.1
H 0.020882 -0.245076 1.453083 0.1 0.1 0.6
H -0.014231 0.536095 3.053654 0.0 0.1 -0.1
H 0.247243 -1.208792 2.931940 0.0 -0.1 0.0
```
Positions in Å, forces in eV/Å.

## Properties
<S²>: 0.79
Multiplicity: 2
Charge: +3
Lowest unoccupied orbital energy (spin up / spin down) (Eh): -0.410 / -0.463
Gap between HOMO and LUMO (spin up / spin down) (eV): 4.64 / 3.22